# 1
{"formula": "CH2NOS3", "method": "the ωB97M-V functional and the def2-TZVPD basis", "elements": ["C", "N", "O", "S", "S", "S", "H", "H"], "coordinates": [[-1.6002, 0.5067, -0.1984], [-2.8337, 0.8779, -0.2730], [-3.3837, 1.3648, 0.7181], [-3.5115, 0.4639, -1.7728], [-0.8614, -0.3911, -1.4654], [-0.7708, 0.8265, 1.3573], [0.4852, -0.0799, -1.0451], [0.4907, 0.8205, 0.8491]], "atomic_forces_ev_per_a": [[1.791, 0.272, 1.305], [1.543, -1.229, -1.061], [-1.780, 1.326, 1.707], [-1.697, 0.016, -0.998], [2.141, 0.172, -0.350], [0.056, 0.087, -0.356], [-1.562, -0.560, -0.391], [-0.493, -0.083, 0.145]], "charge": -1, "e_lumo_ev": 3.1374, "spin_multiplicity": 1, "gap_ev": 6.236, "e_above_lowest_kj_mol": 328.5, "homo_energy_ev": -3.1}

# 2
{"formula": "C6H10O", "method": "the ωB97M-V functional and the def2-TZVPD basis", "elements": ["C", "C", "C", "C", "C", "C", "O", "H", "H", "H", "H", "H", "H", "H", "H", "H", "H"], "coordinates": [[-1.5542, 1.0134, 0.4289], [-0.5159, -0.0925, 0.5738], [-0.5569, -1.1420, -0.5668], [0.8951, -1.3755, -0.8990], [1.7094, -0.5557, -0.2391], [0.9544, 0.4228, 0.6267], [1.1309, 1.7566, 0.1719], [-1.4666, 1.5335, -0.5326], [-2.5596, 0.5887, 0.4845], [-1.4603, 1.7748, 1.2100], [-0.7094, -0.6153, 1.5185], [-1.1104, -0.7794, -1.4454], [-1.0586, -2.0659, -0.2540], [1.2133, -2.1343, -1.6110], [2.7910, -0.5159, -0.3425], [1.3235, 0.4398, 1.6579], [0.9743, 1.7469, -0.7818]], "atomic_forces_ev_per_a": [[-0.054, 0.119, -0.023], [-0.014, -0.065, 0.046], [-0.035, 0.018, 0.011], [0.014, 0.039, 0.035], [-0.046, -0.091, -0.068], [0.016, -0.237, 0.159], [-0.031, 0.077, -0.292], [0.016, -0.125, 0.121], [0.034, 0.038, -0.020], [0.027, -0.168, -0.072], [0.079, 0.053, -0.125], [0.103, -0.025, 0.114], [0.079, 0.130, -0.033], [-0.021, 0.151, 0.115], [-0.174, -0.034, 0.046], [-0.059, -0.001, -0.135], [0.064, 0.122, 0.123]], "e_lumo_ev": 0.9847, "spin_multiplicity": 1, "gap_ev": 10.575, "e_above_lowest_kj_mol": 15.4, "homo_energy_ev": -9.6}

# 3
{"formula": "C4H11NO2S", "method": "the ωB97M-V functional and the def2-TZVPD basis", "elements": ["C", "N", "C", "C", "O", "C", "S", "H", "H", "H", "H", "H", "H", "H", "H", "H", "O", "H", "H"], "coordinates": [[1.2429, 2.4514, 0.1487], [1.0510, 0.9905, 0.4331], [-0.2879, 0.4339, 0.2038], [-0.9786, 0.2226, 1.5427], [-0.4825, -0.5299, 2.3535], [-0.1358, -0.9519, -0.4714], [-1.7451, -1.6886, -0.8018], [0.8587, 3.0055, 1.0381], [2.2873, 2.4654, -0.0671], [0.8438, 2.7176, -0.7926], [1.2755, 0.6319, 1.3822], [-1.0641, 1.0127, -0.3630], [-1.7619, 0.9298, 1.8792], [0.3356, -0.7177, -1.4557], [0.3716, -1.7672, 0.0798], [-2.1490, -1.9265, 0.4377], [2.3434, 0.5160, -2.0746], [1.8704, 0.7168, -1.2515], [3.1797, 0.0832, -1.8852]], "atomic_forces_ev_per_a": [[-0.005, -1.831, 2.416], [-1.266, -0.069, -0.272], [-1.244, -1.205, 0.002], [1.306, 0.423, 1.258], [-0.575, -0.033, -0.185], [-0.130, 0.270, -0.498], [-0.695, -0.011, -1.086], [0.630, 0.364, -1.107], [1.008, 0.998, 0.629], [-1.199, 0.213, -0.744], [0.493, 1.000, -0.920], [1.402, 0.017, -0.155], [-0.286, -0.269, -0.307], [-0.267, -0.794, 0.686], [0.438, 1.200, -0.101], [0.126, -0.059, 0.470], [-0.124, 0.246, -0.845], [0.575, -0.515, 0.403], [-0.187, 0.054, 0.356]], "e_lumo_ev": 0.5138, "spin_multiplicity": 1, "gap_ev": 9.648, "e_above_lowest_kj_mol": 201.0, "homo_energy_ev": -9.1}

# 4
{"formula": "C4H4O2", "method": "the ωB97M-V functional and the def2-TZVPD basis", "elements": ["C", "C", "C", "C", "O", "O", "H", "H", "H", "H"], "coordinates": [[-1.3209, -0.2951, 0.2609], [-0.3445, 0.6313, 0.2642], [3.0417, -0.2407, -0.0390], [1.0089, 0.2582, 0.0172], [1.7241, -0.9395, 0.1003], [2.1606, 0.9569, -0.0722], [-2.4015, 0.0242, 0.5242], [-1.2570, -1.3934, 0.0441], [-0.6120, 1.7272, 0.4159], [3.6636, -0.5860, -0.8448]], "atomic_forces_ev_per_a": [[-2.321, -0.141, 0.464], [-0.617, 0.377, 0.203], [-5.414, 0.932, 2.392], [5.783, -2.062, 0.439], [-1.002, 0.330, -0.847], [0.470, 0.836, -1.391], [2.006, -0.406, -0.594], [0.537, 1.311, 0.274], [0.734, -1.625, -0.171], [-0.176, 0.449, -0.770]], "e_lumo_ev": [-0.4473, -0.2301], "spin_multiplicity": 1, "gap_ev": [7.079, 7.885], "e_above_lowest_kj_mol": 448.6, "homo_energy_ev": [-7.5, -8.1]}

# 5
{"formula": "C43H52F5NO8", "method": "the ωB97M-V functional and the def2-TZVPD basis", "elements": ["C", "N", "O", "O", "H", "H", "H", "C", "C", "O", "C", "C", "O", "H", "H", "H", "H", "H", "H", "H", "H", "C", "C", "O", "C", "C", "O", "H", "H", "H", "H", "H", "H", "H", "H", "C", "C", "O", "C", "C", "O", "H", "H", "H", "H", "H", "H", "H", "H", "F", "C", "C", "C", "C", "C", "C", "H", "H", "H", "H", "H", "F", "C", "C", "C", "C", "C", "C", "H", "H", "H", "H", "H", "F", "C", "C", "C", "C", "C", "C", "H", "H", "H", "H", "H", "F", "C", "C", "C", "C", "C", "C", "H", "H", "H", "H", "H", "F", "C", "C", "C", "C", "C", "C", "H", "H", "H", "H", "H"], "coordinates": [[-5.2809, -1.2943, 6.9903], [-5.9331, -1.5108, 5.5975], [-5.1775, -1.3824, 4.6390], [-7.0937, -1.8541, 5.5622], [-4.2059, -1.1180, 6.9546], [-5.4790, -2.1590, 7.6236], [-5.7304, -0.4326, 7.4840], [6.9908, 5.4537, 0.4353], [6.0084, 4.5030, -0.2572], [4.8174, 4.4551, 0.5364], [3.8206, 3.7913, 0.2762], [2.9879, 3.6795, 1.5059], [3.4563, 3.5139, -0.8874], [7.0563, 4.8846, 1.3626], [6.5112, 6.3805, 0.7499], [7.9950, 5.4703, 0.0117], [5.6905, 4.9697, -1.1895], [6.2868, 3.4720, -0.4751], [3.2038, 4.5358, 2.1449], [3.1499, 2.7189, 1.9948], [1.9294, 3.9109, 1.3876], [-2.5805, -0.1155, -0.7863], [-1.4630, -1.1470, -0.9957], [-1.4128, -2.1376, 0.0983], [-0.8137, -1.8745, 1.2543], [-1.0862, -2.9085, 2.3434], [0.0962, -1.0535, 1.5143], [-2.3684, 0.7747, -1.3785], [-2.5801, 0.2423, 0.2433], [-3.5748, -0.5587, -0.8406], [-1.5580, -1.6990, -1.9307], [-0.4413, -0.7672, -1.0048], [-0.2545, -3.6110, 2.3961], [-1.9881, -3.4461, 2.0509], [-1.3204, -2.4608, 3.3093], [-2.4074, 4.4046, 3.3422], [-2.2309, 3.4329, 4.4772], [-1.4215, 3.9813, 5.4766], [-0.9156, 3.2692, 6.5361], [-0.0721, 4.1576, 7.4048], [-1.0380, 2.0925, 6.8577], [-3.1532, 5.1620, 3.5834], [-2.7296, 3.9046, 2.4288], [-1.5481, 4.9202, 2.9132], [-3.1668, 3.0979, 4.9244], [-1.7002, 2.5280, 4.1813], [-0.6934, 4.5780, 8.1956], [0.4923, 4.8778, 6.8125], [0.6341, 3.4217, 7.7892], [-7.1122, -7.7904, -2.3499], [-6.6367, -6.6511, -1.7385], [-6.2334, -6.6433, -0.3732], [-6.0504, -5.4348, 0.2548], [-6.0763, -4.2853, -0.4835], [-6.4421, -4.3065, -1.8368], [-6.8121, -5.4788, -2.4086], [-6.2257, -7.5366, 0.2337], [-5.7076, -5.3679, 1.2767], [-5.7887, -3.3228, -0.0871], [-6.5876, -3.4194, -2.4354], [-7.1707, -5.4386, -3.4266], [6.9295, -4.5511, -3.5470], [6.2733, -3.7183, -2.7362], [6.5814, -2.3896, -2.5413], [5.9764, -1.7148, -1.4989], [4.8969, -2.3163, -0.8196], [4.4396, -3.5677, -1.2332], [5.1729, -4.2658, -2.0910], [7.2856, -1.8525, -3.1593], [6.2257, -0.6777, -1.3292], [4.3619, -1.6865, -0.1241], [3.5087, -4.0239, -0.9306], [4.9329, -5.3022, -2.2772], [3.8395, -4.5889, 4.8748], [4.2259, -3.4694, 5.5104], [5.1402, -2.7052, 4.9053], [5.6658, -1.5893, 5.5516], [5.1455, -1.1428, 6.8056], [4.0805, -1.9727, 7.3490], [3.5860, -3.1285, 6.7148], [5.6718, -3.0610, 4.0351], [6.4761, -1.0683, 5.0633], [5.5880, -0.3147, 7.3394], [3.6639, -1.8097, 8.3320], [2.8001, -3.6839, 7.2050], [1.3096, 2.6863, -7.7753], [1.9862, 1.6198, -7.4123], [2.6266, 0.8414, -8.3546], [3.3508, -0.2574, -7.9301], [3.3238, -0.7075, -6.5819], [2.6198, -0.0129, -5.6262], [2.0663, 1.2080, -6.0545], [2.5416, 1.1052, -9.3984], [3.7480, -0.7966, -8.7774], [3.7716, -1.6299, -6.2426], [2.6126, -0.4150, -4.6238], [1.6491, 1.9200, -5.3578], [-3.2959, 2.9586, -5.7586], [-4.4851, 3.1558, -6.4768], [-5.5449, 2.2279, -6.3793], [-6.6030, 2.3641, -7.2851], [-6.7820, 3.4965, -8.1420], [-5.6925, 4.3953, -8.1725], [-4.5583, 4.2045, -7.3552], [-5.4126, 1.3366, -5.7840], [-7.3610, 1.5972, -7.3461], [-7.6760, 3.6542, -8.7270], [-5.7822, 5.3643, -8.6408], [-3.7452, 4.9067, -7.4659]], "atomic_forces_ev_per_a": [[-0.361, 0.094, 0.145], [1.629, -0.146, 0.651], [-0.920, -0.001, 0.643], [0.395, 0.319, 0.028], [-0.219, -0.140, -0.707], [-0.199, -0.087, -0.396], [-0.294, -0.029, -0.383], [-0.740, -2.355, 1.444], [-0.884, 1.570, -2.115], [6.084, 2.766, 2.611], [-6.123, -1.665, -4.262], [-1.143, 0.457, 0.791], [0.931, -0.423, 2.269], [0.767, 0.394, 0.634], [0.286, 0.182, -0.717], [-0.380, 0.409, -0.247], [0.090, -0.347, -0.390], [0.540, 0.186, 0.231], [0.864, -0.421, 0.394], [-0.154, 0.171, 0.170], [-0.150, -0.945, -0.817], [0.783, -0.383, 1.023], [0.856, -0.108, 0.837], [-1.089, 0.387, -0.419], [3.666, 0.861, 2.099], [-1.472, -0.147, -0.959], [-2.748, -1.068, -1.797], [-0.520, -0.244, -0.398], [0.481, 0.030, 0.192], [0.046, 0.115, -0.843], [-0.338, -0.271, 0.299], [-0.237, 0.768, -0.069], [0.016, 0.215, 0.107], [0.061, -0.356, 0.077], [0.500, 0.217, -0.143], [-0.547, 0.385, -0.853], [0.505, -1.602, -0.362], [0.970, 0.366, 1.975], [-0.139, -0.603, 0.309], [0.515, -0.689, -0.533], [-0.812, 1.645, -1.758], [0.029, 0.038, 0.000], [-0.577, -0.434, 0.258], [0.567, -0.047, 0.925], [-0.248, 0.195, -0.195], [-0.236, -0.199, -0.510], [0.260, 0.189, -0.073], [-0.373, 0.303, 0.242], [0.075, 0.422, 0.573], [0.845, 0.591, 0.705], [-0.771, -0.972, 1.649], [-1.166, -0.961, -1.224], [1.143, 0.113, -0.005], [-0.049, 1.561, -1.443], [-0.118, 0.773, 1.371], [0.169, -0.385, -1.492], [0.099, -0.290, -0.317], [-0.233, -0.254, 0.174], [-0.098, -0.026, 0.420], [0.310, 0.299, 0.247], [-0.121, -0.436, -0.075], [0.550, 0.300, -0.593], [-1.030, -0.084, 0.698], [1.023, -0.047, -0.370], [-1.516, -0.614, 0.237], [0.205, 1.100, -0.660], [-1.060, 1.561, 1.813], [1.673, -1.844, -1.808], [0.321, -0.272, -0.045], [0.052, -0.008, 0.191], [-0.171, -0.252, 0.222], [-0.026, 0.253, 0.630], [-0.054, -0.073, -0.320], [-0.158, -0.412, -0.049], [-2.452, -0.827, 1.086], [2.300, 0.930, -0.170], [-0.878, 0.973, 1.546], [-1.071, -2.754, -1.155], [1.055, 0.309, -0.583], [1.576, 1.410, -0.264], [-0.369, -0.071, -0.295], [0.065, 0.164, 0.098], [-0.206, 0.015, 0.023], [0.045, 0.551, 0.068], [0.086, -0.284, -0.320], [-0.473, 0.964, -0.009], [1.291, -2.432, 1.970], [-0.143, 0.472, 0.224], [-0.614, -0.614, 0.338], [0.050, -0.324, -1.255], [0.307, 1.355, -1.380], [-0.923, 0.963, -0.224], [0.153, -0.039, -0.116], [0.583, -0.549, 0.473], [0.314, -0.150, -0.492], [-0.239, 0.506, 0.188], [-0.294, -0.154, 0.307], [-1.856, 0.261, -0.776], [0.377, -0.936, 0.367], [0.915, 0.468, -1.177], [-0.560, 0.939, -0.359], [2.328, -0.401, 1.278], [-0.944, -0.343, 1.200], [-0.304, 0.421, -0.653], [-0.170, 0.040, 0.149], [-0.068, -0.139, 0.320], [0.056, -0.147, -0.030], [0.089, -0.146, -0.564], [0.138, -0.023, 0.250]], "e_lumo_ev": 0.2168, "spin_multiplicity": 1, "gap_ev": 9.117, "homo_energy_ev": -8.9}

# 6
{"formula": "C2H4FeO2", "method": "the ωB97M-V functional and the def2-TZVPD basis", "elements": ["H", "C", "C", "O", "H", "H", "Fe", "O", "H"], "coordinates": [[0.8139, 1.2874, 0.1731], [-0.3035, 0.6320, -0.6899], [0.2857, -0.5875, -0.8767], [1.1087, -1.0826, 0.0379], [-0.0754, 1.4470, -1.3809], [-0.3781, -1.3489, -1.3284], [1.2980, -0.4534, 1.8051], [-1.1006, 0.4434, 1.1802], [-1.6488, -0.3375, 1.0796]], "atomic_forces_ev_per_a": [[-2.179, -1.219, -1.449], [5.055, 2.132, 1.180], [-1.114, -0.565, 0.789], [0.393, -0.914, 0.110], [-1.732, -0.053, -0.456], [0.682, 0.060, -0.796], [-1.460, 0.642, -0.875], [0.641, 0.180, 1.611], [-0.286, -0.263, -0.114]], "charge": -1, "e_lumo_ev": [4.1429, 3.6299], "spin_multiplicity": 6, "gap_ev": [6.450, 5.827], "homo_energy_ev": [-2.3, -2.2], "s2": 8.775}

# 7
{"formula": "C5H14N2O", "method": "the ωB97M-V functional and the def2-TZVPD basis", "elements": ["C", "C", "C", "O", "H", "H", "H", "H", "H", "H", "C", "N", "C", "N", "H", "H", "H", "H", "H", "H", "H", "H"], "coordinates": [[2.6555, 1.5744, -1.3752], [2.0560, 0.7831, -2.2464], [0.6011, 0.4521, -2.1926], [-0.0217, 0.9365, -3.3816], [3.7130, 1.7917, -1.4298], [2.1194, 2.0207, -0.5452], [2.6254, 0.3563, -3.0643], [0.4744, -0.6332, -2.1329], [0.1637, 0.9124, -1.3024], [-0.9723, 0.8397, -3.2765], [-1.9825, -1.5355, 0.7869], [-1.8577, -0.3569, 1.6245], [-0.4828, -0.0383, 1.9824], [0.0092, -0.6305, 3.2107], [-3.0244, -1.7192, 0.5420], [-1.4000, -1.4724, -0.1433], [-1.6088, -2.4077, 1.3217], [-2.2728, 0.4453, 1.1665], [-0.4148, 1.0420, 2.1093], [0.2206, -0.3300, 1.1915], [-0.6035, -0.3857, 3.9814], [0.0032, -1.6448, 3.1732]], "atomic_forces_ev_per_a": [[0.096, 0.026, 0.249], [-0.005, 0.073, -0.114], [0.074, 0.015, -0.096], [-0.001, 0.053, 0.068], [0.043, -0.011, -0.064], [-0.071, 0.003, -0.029], [-0.047, -0.048, -0.061], [-0.036, -0.076, 0.104], [-0.058, -0.015, 0.048], [-0.016, -0.032, -0.079], [0.186, -0.065, -0.001], [-0.029, 0.168, -0.051], [0.193, 0.034, 0.187], [-0.157, -0.231, 0.185], [-0.094, -0.017, -0.024], [-0.039, 0.050, -0.073], [-0.055, -0.072, 0.106], [-0.044, -0.097, 0.015], [0.011, 0.054, -0.075], [-0.019, 0.035, -0.083], [0.001, 0.077, -0.057], [0.066, 0.075, -0.155]], "e_lumo_ev": 0.6784, "spin_multiplicity": 1, "gap_ev": 9.832, "e_above_lowest_kj_mol": 264.0, "homo_energy_ev": -9.2}

# 8
{"formula": "Cl2NO3P", "method": "the ωB97M-V functional and the def2-TZVPD basis", "elements": ["N", "O", "O", "O", "P", "Cl", "Cl"], "coordinates": [[-1.2394, -0.1253, -0.4150], [-2.0551, 0.3029, 0.3482], [-1.2834, -0.7879, -1.4225], [1.7341, 0.2415, 1.8185], [1.5473, 0.2118, 0.3744], [2.2701, -1.4695, -0.4571], [2.6500, 1.7006, -0.6216]], "atomic_forces_ev_per_a": [[-0.497, -0.437, -0.482], [0.888, -0.513, -0.951], [-0.068, 0.987, 1.481], [-0.219, 0.126, 0.577], [0.680, 0.688, -0.777], [-0.093, -0.218, -0.233], [-0.691, -0.634, 0.386]], "e_lumo_ev": [-2.9956, -2.3760], "spin_multiplicity": 1, "gap_ev": [8.082, 7.797], "e_above_lowest_kj_mol": 197.8, "homo_energy_ev": [-11.1, -10.2]}